Here is C3H3AgO3 as an isolated structure in a non-equilibrium geometry from OMol25. Energies are from ωB97M-V/def2-TZVPD.

The geometry in ORCA input format:
```
! wB97M-V def2-TZVPD RIJCOSX def2/J DEFGRID3
* xyz 1 2
C 0.46 0.65 -0.42
C 0.01 1.76 0.19
O -0.09 0.12 -1.51
H 0.49 2.10 1.11
H -1.01 2.12 -0.01
H 0.52 0.19 -2.27
O -0.36 -2.13 0.73
C 0.53 -1.57 1.29
O 1.30 -1.47 2.16
Ag -1.84 -1.76 -1.26
*
```

- HOMO level (alpha / beta) (eV) = -13.7 / -14.0
- frontier orbital gap (alpha / beta) (eV) = 7.58 / 7.84

What are the Mulliken partial charges on each atom? They are as follows, in elementary charge units: 0.125 -0.507 -0.409 0.310 0.253 0.336 -0.388 0.688 -0.247 0.839

---

Here is C3H3AlO2 as an isolated structure in a non-equilibrium geometry from OMol25. Energies are from ωB97M-V/def2-TZVPD.

The geometry in ORCA input format:
```
! wB97M-V def2-TZVPD RIJCOSX def2/J DEFGRID3
* xyz 0 1
H 1.54 1.75 0.12
O 0.49 -0.96 -0.91
O -2.52 0.52 0.08
C -0.40 -0.61 0.13
C 0.97 -0.06 0.39
C -1.36 0.48 -0.35
H -0.80 -1.46 0.70
H 1.62 -0.75 0.95
Al 0.44 1.09 -1.10
*
```

- HOMO level (alpha / beta) (eV) = -7.9 / -7.6
- frontier orbital gap (alpha / beta) (eV) = 6.51 / 6.31

What are the Mulliken partial charges on each atom? They are as follows, in elementary charge units: 0.002 -0.355 -0.462 0.208 -0.488 0.145 0.396 0.372 0.182

---

Here is C3H3AuO3 as an isolated structure in a non-equilibrium geometry from OMol25. Energies are from ωB97M-V/def2-TZVPD.

The geometry in ORCA input format:
```
! wB97M-V def2-TZVPD RIJCOSX def2/J DEFGRID3
* xyz 1 4
C 0.39 -0.96 -0.12
C -2.22 0.72 0.35
O -0.48 -1.78 -0.30
O 0.11 0.43 -0.16
C -1.14 0.98 -0.38
H -3.18 1.11 0.01
H -2.18 0.12 1.26
H -1.14 1.61 -1.27
O 1.62 -1.08 0.17
Au 1.98 0.81 0.27
*
```

- HOMO level (alpha / beta) (eV) = -12.3 / -15.9
- frontier orbital gap (alpha / beta) (eV) = 6.63 / 5.41

What are the Mulliken partial charges on each atom? They are as follows, in elementary charge units: 0.878 -0.409 -0.402 -0.253 0.343 0.295 0.306 0.385 -0.395 0.252

---

Here is C3H3BaO3 as an isolated structure in a non-equilibrium geometry from OMol25. Energies are from ωB97M-V/def2-TZVPD.

The geometry in ORCA input format:
```
! wB97M-V def2-TZVPD RIJCOSX def2/J DEFGRID3
* xyz 0 2
O -0.33 -0.11 0.33
C -0.01 0.22 1.64
O 0.10 -0.85 2.32
C -0.22 0.40 -1.95
H -1.05 -0.27 -2.17
H 0.32 0.85 -2.78
C 0.27 0.53 -0.72
O 0.12 1.38 1.99
Ba -0.39 -3.22 1.83
H 1.18 1.07 -0.48
*
```

- HOMO level (alpha / beta) (eV) = -5.2 / -9.0
- frontier orbital gap (alpha / beta) (eV) = 4.92 / 8.62

What are the Mulliken partial charges on each atom? They are as follows, in elementary charge units: -0.344 0.707 -0.589 -0.704 0.242 0.242 0.077 -0.559 0.625 0.303

---

Here is a 2-piece molecular cluster, C3H3Br overall in a non-equilibrium geometry from OMol25. Energies are from ωB97M-V/def2-TZVPD.

The geometry in ORCA input format:
```
! wB97M-V def2-TZVPD RIJCOSX def2/J DEFGRID3
* xyz 0 1
C -0.35 -0.04 0.04
C -1.52 -0.64 0.19
C 1.59 1.06 0.15
Br 2.91 -0.19 -0.09
H -1.97 -1.17 -0.63
H -2.07 -0.62 1.12
H 1.41 1.61 -0.78
*
```

- HOMO level (alpha / beta) (eV) = -8.2 / -8.2
- frontier orbital gap (alpha / beta) (eV) = 7.18 / 7.18

What are the Mulliken partial charges on each atom? They are as follows, in elementary charge units: 0.082 -0.565 -0.226 -0.016 0.263 0.269 0.192

---

Here is C3H3Br2Cl as an isolated structure in a non-equilibrium geometry from OMol25. Energies are from ωB97M-V/def2-TZVPD.

The geometry in ORCA input format:
```
! wB97M-V def2-TZVPD RIJCOSX def2/J DEFGRID3
* xyz 0 1
C -0.48 -0.19 -0.57
C -1.04 0.26 0.74
C 1.17 -0.48 -0.60
Cl -0.84 1.84 1.10
Br 2.08 1.15 -0.41
Br 1.78 -1.80 0.52
H -1.05 -1.11 -1.10
H -0.45 0.73 -1.26
H -1.17 -0.40 1.59
*
```

- HOMO level (alpha / beta) (eV) = -8.6 / -8.3
- frontier orbital gap (alpha / beta) (eV) = 8.20 / 7.35

What are the Mulliken partial charges on each atom? They are as follows, in elementary charge units: -0.680 -0.162 0.059 -0.105 -0.066 -0.047 0.277 0.330 0.393

---

no.,E (eV)
1,-13290.3574
2,-13845.0980
3,-12978.3628
4,-9994.4286
5,-73194.5590
6,-155763.1265